Formula: C21H16ClO6S3
Source: the Open Molecules 2025 dataset
Level of theory: ωB97M-V/def2-TZVPD

Summary:
SMILES: O=S1(=O)C([C@@H](c2ccccc2)[C@H](Cl)S(=O)(=O)c2ccccc2)=[S@](=O)([O-])c2ccccc21
E_LUMO: 2.40 eV
HOMO energy: -0.140 Eh
Net charge: -1

Each line ends with the Löwdin charge.
Geometry (Å):
O  2.84935  0.13900  0.73849  -0.328
S  2.53190  -0.49165  -0.51927  0.685
O  2.55288  0.32038  -1.74086  -0.338
C  0.95730  -1.20457  -0.34488  -0.424
C  -0.15415  -0.29104  -0.27558  -0.302
C  -1.39511  -1.10382  -0.44413  -0.261
C  -1.65961  -2.18904  0.40401  -0.097
C  -2.72871  -3.05345  0.16634  -0.071
C  -3.48163  -2.85824  -0.98702  -0.100
C  -3.30002  -1.70843  -1.76900  -0.072
C  -2.27786  -0.80921  -1.45134  -0.032
C  -0.37307  1.15448  0.81155  -0.636
Cl  -0.95376  0.40644  2.25371  0.666
S  -1.63297  2.45095  0.16520  0.701
O  -1.22755  2.64571  -1.23130  -0.348
O  -2.91988  1.83525  0.46341  -0.358
C  -1.52874  4.03436  1.04490  -0.264
C  -2.35930  4.01719  2.15278  -0.086
C  -2.46423  5.14158  2.94705  -0.077
C  -1.72768  6.28730  2.63615  -0.083
C  -0.98917  6.33864  1.44756  -0.083
C  -0.90408  5.21529  0.61789  -0.043
S  0.94941  -2.95611  -0.46781  0.689
O  0.20453  -3.41607  -1.60788  -0.296
O  0.75331  -3.57412  0.84385  -0.348
C  2.68926  -3.18498  -0.80839  -0.253
C  3.24416  -4.44145  -1.04470  -0.045
C  4.59459  -4.54190  -1.38042  -0.081
C  5.36486  -3.37883  -1.46448  -0.086
C  4.79103  -2.12644  -1.21608  -0.049
C  3.45241  -2.03713  -0.82673  -0.230
H  0.08035  0.58073  -0.96068  0.107
H  -1.00980  -2.39523  1.24721  0.088
H  -2.88748  -3.89083  0.85414  0.107
H  -4.25027  -3.58324  -1.23840  0.088
H  -3.91369  -1.48867  -2.65062  0.098
H  -2.05037  0.04164  -2.08335  0.117
H  0.58262  1.69428  0.93419  0.074
H  -2.94741  3.12112  2.35025  0.108
H  -3.16472  5.10044  3.77741  0.106
H  -1.78676  7.14419  3.30965  0.101
H  -0.53740  7.28978  1.15589  0.103
H  -0.38602  5.24457  -0.34096  0.117
H  2.60640  -5.31019  -0.93362  0.118
H  5.03639  -5.53033  -1.53234  0.102
H  6.43221  -3.44450  -1.68292  0.099
H  5.33849  -1.19384  -1.31888  0.116

Forces on atoms 1 to 2 (eV/Å):
1.249 0.479 0.001
-2.662 -1.179 -1.114